# 1
This record from the OMol25 dataset describes a single C3Cl6S molecule in a non-equilibrium geometry. The level of theory is ωB97M-V/def2-TZVPD.

Structure (XYZ):
```
10
Properties=species:S:1:pos:R:3:forces:R:3
Cl -0.58931 2.16158 -1.24507 0.1 0.5 -0.5
C 0.13533 1.20682 -0.01241 1.8 1.1 1.8
Cl -1.33560 -2.55955 -0.26707 -0.3 -0.1 -0.7
Cl -0.12925 2.00162 1.62132 -0.2 -0.1 -0.5
Cl 2.85853 -1.71908 0.36842 -1.3 0.3 0.1
C -1.17917 -0.85940 -0.53259 1.0 -1.1 2.6
Cl -2.49977 -0.08419 -1.10858 -2.1 0.3 -1.3
S 1.00897 -1.21030 1.24021 -0.8 0.6 -0.6
C -0.23752 -0.20132 0.15726 2.8 -2.1 -0.5
Cl 1.96779 1.26383 -0.22149 -0.9 0.5 -0.5
```
Positions in Å, forces in eV/Å.

The SMILES is ClSC(=C(Cl)Cl)C(Cl)(Cl)Cl. The LUMO energy is -1.281 eV. The calculation puts the highest occupied orbital energy at -9.4 eV. The value obtained for the frontier orbital gap is 8.2 eV.

=====

# 2
This record from the OMol25 dataset describes 2 unconnected molecules or ions with the total composition C3ClF6NO3S in a non-equilibrium geometry. The level of theory is ωB97M-V/def2-TZVPD.

Structure (XYZ):
```
15
Properties=species:S:1:pos:R:3:forces:R:3
F 2.12914 2.26804 0.86912 -0.2 -0.9 -0.1
F 1.34384 -2.78754 0.12322 1.1 1.2 -1.5
F -2.16562 1.11518 -0.18467 0.7 1.4 0.1
C 1.09273 1.52329 0.25551 2.0 1.7 0.7
O 1.20891 -0.71682 0.84904 1.9 -0.4 0.8
C -2.60717 -0.06124 -0.03574 -1.7 -0.3 -1.2
S 1.44737 -1.26570 -0.57485 0.2 -3.6 -1.3
Cl -0.96862 -2.12768 0.97007 -1.2 -0.8 0.5
F 1.57913 1.25848 -0.94495 0.6 -0.6 -1.3
O 0.29889 -1.13428 -1.38473 -0.4 0.1 -0.2
F -3.83303 -0.15200 -0.51820 -0.2 -0.3 0.4
N 0.63739 0.47948 0.99278 -3.2 1.6 1.5
O 2.72841 -1.14425 -1.14081 0.3 -0.1 0.7
F 0.16602 2.42764 0.10488 -1.6 0.8 0.0
C -1.94345 -1.10792 0.31802 1.7 0.3 0.9
```
Positions in Å, forces in eV/Å.

The LUMO energy (spin up / spin down) is -3.839 / -3.842 eV. The calculation puts the highest occupied orbital energy (spin up / spin down) at -9.2 / -9.2 eV. The value obtained for the frontier orbital gap (spin up / spin down) is 5.4 / 5.4 eV.

=====

# 3
This record from the OMol25 dataset describes a gas-phase ion, C3ClO2 (charge -1) in a non-equilibrium geometry. The level of theory is ωB97M-V/def2-TZVPD.

Structure (XYZ):
```
6
Properties=species:S:1:pos:R:3:forces:R:3
Cl 1.42144 2.07696 1.73292 -0.2 -0.3 -0.3
C 0.07931 -0.08405 0.42564 -0.2 0.3 -0.9
O -0.29843 -2.00670 -0.86838 0.2 -0.9 0.0
C -0.57100 -0.81641 -0.73880 -0.2 -0.1 0.2
C 0.64129 0.88574 0.85681 0.8 0.7 1.4
O -1.27262 -0.05554 -1.40819 -0.4 0.3 -0.4
```
Positions in Å, forces in eV/Å.

The SMILES is O=C([O-])C#CCl. The LUMO energy is 3.160 eV. Its net charge is -1. The calculation puts the highest occupied orbital energy at -4.3 eV. The value obtained for the frontier orbital gap is 7.5 eV.

=====

# 4
This record from the OMol25 dataset describes a gas-phase ion, C3ClO2 (charge -1) in a non-equilibrium geometry. The level of theory is ωB97M-V/def2-TZVPD.

Structure (XYZ):
```
6
Properties=species:S:1:pos:R:3:forces:R:3
C -0.32589 0.88667 0.12379 1.3 0.1 -1.4
Cl 2.33641 -0.55389 -0.49692 0.4 -0.4 0.2
C 0.67867 -0.03184 -0.23775 -0.9 -0.4 -0.9
O -0.54927 2.07558 0.11352 -1.1 0.0 0.7
C -0.51081 -0.54552 0.15679 0.2 0.7 2.1
O -1.62911 -1.83099 0.34057 0.0 0.0 -0.8
```
Positions in Å, forces in eV/Å.

The LUMO energy (spin up / spin down) is 3.669 / 3.305 eV. The spin multiplicity is 3. Its net charge is -1. The calculation puts the highest occupied orbital energy (spin up / spin down) at -0.9 / -4.8 eV. The value obtained for the frontier orbital gap (spin up / spin down) is 4.6 / 8.1 eV.

=====

# 5
This record from the OMol25 dataset describes a molecular structure, C3F21O9P2PdS3 in a non-equilibrium geometry. The level of theory is ωB97M-V/def2-TZVPD.

Structure (XYZ):
```
39
Properties=species:S:1:pos:R:3:forces:R:3
O 19.51487 2.95333 -2.08783 0.2 -1.3 -0.6
F 16.41262 11.33117 0.14416 0.3 0.9 -0.2
O 21.11452 2.03943 -0.59019 0.2 -0.9 -0.8
Pd 18.21747 7.52645 -4.04559 -0.2 0.1 -0.1
O 13.13420 6.31327 -2.78837 0.2 -1.2 -0.6
F 16.72755 11.43877 -2.16581 -0.4 -0.1 0.1
F 11.66759 3.81051 -3.18440 -0.5 0.2 -0.5
C 20.58887 0.45193 -2.76608 -2.6 1.8 -0.7
F 16.16457 6.81567 -8.54139 -0.6 -0.3 -0.9
F 16.58085 13.40461 -1.00599 0.7 -1.0 0.7
F 21.40794 -0.36983 -2.19204 0.3 -1.2 0.2
F 18.29163 10.61913 -0.81275 1.2 0.3 0.3
O 11.07172 7.50054 -2.80512 -0.8 -0.8 0.4
O 18.91517 1.01928 -0.66673 1.6 0.5 -1.7
C 25.27681 10.19216 -5.94060 0.1 -4.3 -2.1
F 18.23508 6.08968 -8.15553 -0.1 -0.3 -0.8
F 16.86605 8.02168 -10.41145 0.0 1.1 0.7
S 24.58297 8.58133 -5.17747 -1.1 -1.6 -0.9
F 19.08134 7.40110 -9.83391 -0.6 0.1 -0.3
F 26.58870 9.93057 -6.21903 -0.6 0.3 -0.2
O 25.32236 8.37825 -3.94720 0.3 0.3 -0.6
F 19.55405 -0.16606 -3.45511 1.1 0.0 1.7
F 21.19152 1.13218 -3.70895 1.2 0.5 -0.5
S 19.97222 1.72100 -1.44829 -1.8 0.5 2.4
F 17.81249 8.29157 -8.24573 -0.4 1.4 0.4
F 17.44752 5.94200 -10.45434 -0.2 -0.5 1.6
F 10.16570 5.13645 -4.10394 -0.2 -0.5 0.3
O 24.79555 7.56062 -6.23727 -0.1 1.6 1.5
F 25.21240 11.12598 -5.12527 -0.2 3.4 2.7
F 9.96512 4.37667 -2.03251 -1.1 -0.1 -0.2
C 10.78953 4.82311 -2.96894 2.6 1.2 1.2
F 18.58165 12.70727 -1.93655 -0.2 -0.7 1.4
P 17.55495 7.11117 -9.27912 2.0 -1.5 -0.5
S 11.79095 6.35477 -2.25866 0.7 1.9 1.7
P 17.49747 12.01802 -0.85803 -0.4 1.5 -0.7
O 23.14709 8.77593 -4.88521 1.3 0.3 -0.6
O 11.81073 6.24778 -0.77067 -1.0 -0.6 -2.3
F 24.64019 10.51785 -7.07862 0.3 -0.2 0.3
F 18.34410 12.68985 0.44661 -0.9 -1.0 -1.6
```
Positions in Å, forces in eV/Å.

The LUMO energy (spin up / spin down) is 1.985 / -1.282 eV. The spin multiplicity is 3. Its net charge is -3. The calculation puts the highest occupied orbital energy (spin up / spin down) at -2.7 / -2.7 eV. The value obtained for the frontier orbital gap (spin up / spin down) is 4.7 / 1.4 eV.

=====

# 6
This record from the OMol25 dataset describes 2 unconnected molecules or ions with the total composition C3F5I in a non-equilibrium geometry. The level of theory is ωB97M-V/def2-TZVPD.

Structure (XYZ):
```
9
Properties=species:S:1:pos:R:3:forces:R:3
C -0.03923 0.59579 0.95524 -0.5 -2.6 0.6
C -0.83069 -0.60905 0.32708 -1.6 -1.0 0.2
F -1.63648 -1.48634 1.03721 1.5 1.1 -0.3
F 1.53684 -0.65520 -0.58415 -0.1 -0.2 -0.1
F -0.04562 0.79669 2.26677 0.0 -0.1 0.4
I 2.04435 0.62242 -3.89355 0.0 0.0 0.0
F -1.50457 -0.37742 -0.82075 0.7 0.2 0.2
F -0.16585 1.71475 0.33804 0.2 1.9 -1.2
C 0.64126 -0.60165 0.37412 -0.2 0.7 0.2
```
Positions in Å, forces in eV/Å.

The LUMO energy (spin up / spin down) is -2.170 / -3.379 eV. The calculation puts the highest occupied orbital energy (spin up / spin down) at -10.4 / -10.1 eV. The value obtained for the frontier orbital gap (spin up / spin down) is 8.2 / 6.7 eV.

=====

The records above yield relative energy (zero: lowest compared OMol25 entry of this formula, charge and spin) values of 0.000; 5.088; 1.329; 2.186; 6.549; 2.504 eV, respectively.